# 1
The following is a quantum chemistry calculation of a molecular structure, C29H34HgN4O6PS2Si, from the OMol25 dataset.

For the highest occupied orbital energy (alpha / beta), the calculation gives -0.005 / -0.098 Eh. The net charge is -2. Its LUMO energy (alpha / beta) is 4.2 / 4.2 eV. The expectation value of S² is 0.769. The calculation puts the HOMO-LUMO gap (alpha / beta) at 4.31 / 6.82 eV. For the energy, the calculation gives -3376.7084 Ha. As for the spin multiplicity: 2.

Each line ends with the Mulliken charge.
Positions of all 78 atoms, in Å:
Hg: 0.474 -0.591 0.193  2.15
N: 5.629 -3.359 -0.192  -0.55
C: 5.012 -2.121 -0.362  0.49
C: 3.644 -1.959 -0.139  -0.38
N: 3.056 -0.791 -0.322  0.09
C: 3.802 0.235 -0.738  -0.47
C: 5.156 0.056 -0.964  -0.43
N: 5.769 -1.114 -0.779  -0.66
H: 5.224 -3.937 0.527  0.25
H: 6.630 -3.269 -0.110  0.28
H: 3.022 -2.783 0.197  0.19
H: 3.329 1.203 -0.845  0.56
H: 5.770 0.886 -1.287  0.43
O: 1.237 -0.526 4.549  -0.76
C: 1.179 0.010 3.442  -0.35
O: 0.732 -0.597 2.399  -0.71
C: 1.614 1.462 3.348  0.61
C: 1.383 2.261 4.471  -0.65
C: 1.742 3.604 4.448  -0.40
C: 2.352 4.161 3.341  -0.51
C: 2.624 3.355 2.221  -0.53
C: 2.234 2.000 2.231  0.46
N: 3.281 3.907 1.130  0.90
O: 3.537 5.160 1.127  -0.84
O: 3.639 3.143 0.165  -0.77
H: 0.927 1.811 5.341  0.43
H: 1.541 4.226 5.315  0.32
H: 2.646 5.199 3.300  0.45
H: 2.458 1.392 1.366  0.07
C: -4.793 -3.569 -0.428  -0.46
C: -4.166 -2.980 -1.518  -0.52
C: -2.790 -2.798 -1.516  -0.10
C: -2.007 -3.212 -0.434  0.13
C: -2.658 -3.795 0.656  -0.56
C: -4.036 -3.971 0.663  -0.51
Si: -0.138 -2.924 -0.440  -0.10
C: 0.427 -3.391 -2.192  0.29
C: 1.220 -2.537 -2.960  -0.04
C: 1.641 -2.893 -4.236  -0.80
C: 1.269 -4.116 -4.773  -0.32
C: 0.468 -4.977 -4.033  -0.63
C: 0.053 -4.613 -2.760  -0.29
H: -5.868 -3.708 -0.426  0.35
H: -4.751 -2.647 -2.368  0.37
H: -2.316 -2.309 -2.360  0.41
H: -2.075 -4.110 1.514  0.31
H: -4.521 -4.412 1.526  0.37
H: 0.401 -4.007 0.441  -0.38
H: 1.501 -1.569 -2.558  0.24
H: 2.249 -2.207 -4.813  0.40
H: 1.597 -4.397 -5.768  0.34
H: 0.163 -5.929 -4.452  0.36
H: -0.584 -5.288 -2.197  0.33
C: -3.879 0.313 1.009  -1.03
C: -3.958 1.359 -0.092  0.47
C: -4.316 0.724 -1.427  -1.24
O: -2.713 2.075 -0.048  0.02
P: -1.612 2.353 -1.199  0.20
S: -2.334 3.459 -2.652  -0.52
S: -0.815 0.601 -1.773  -0.53
O: -0.482 3.019 -0.305  -0.19
C: -0.526 4.175 0.573  0.92
C: -1.350 5.330 0.033  -1.79
C: -0.991 3.742 1.952  -0.97
H: -4.824 -0.231 1.088  0.43
H: -3.656 0.781 1.968  0.33
H: -3.083 -0.399 0.780  -0.01
H: -4.726 2.099 0.159  0.11
H: -3.568 -0.018 -1.709  0.06
H: -4.375 1.471 -2.214  0.37
H: -5.284 0.227 -1.324  0.47
H: 0.519 4.480 0.623  0.07
H: -2.407 5.066 -0.024  0.32
H: -1.019 5.623 -0.961  0.38
H: -1.231 6.174 0.716  0.50
H: -2.052 3.493 1.933  0.27
H: -0.819 4.550 2.665  0.45
H: -0.430 2.871 2.285  0.03



# 2
The following is a quantum chemistry calculation of a molecular structure, C29H34IN5O4S4Sm at a distorted geometry, from the OMol25 dataset.

For the highest occupied orbital energy (alpha / beta), the calculation gives -0.365 / -0.365 Eh. The net charge is +1. Its LUMO energy (alpha / beta) is -2.0 / -2.0 eV. The expectation value of S² is 8.758. The calculation puts the HOMO-LUMO gap (alpha / beta) at 7.90 / 7.91 eV. For the energy, the calculation gives -4248.6738 Ha. As for the spin multiplicity: 6.

Each line ends with the Mulliken charge.
Positions of all 78 atoms, in Å:
Sm: -0.448 -0.707 -0.180  0.02
C: -1.921 0.324 3.662  -0.55
C: -2.324 1.637 3.019  -0.96
S: -2.440 1.517 1.185  0.42
C: -2.143 3.290 0.771  -1.04
C: -1.692 3.440 -0.666  -0.78
S: -0.029 2.772 -1.045  0.20
C: 1.069 3.956 -0.143  -0.94
C: 1.836 3.260 0.967  -0.82
S: 0.691 2.067 1.759  0.22
C: 1.212 2.148 3.525  -1.18
C: 0.848 0.850 4.245  -0.84
S: -0.244 -0.286 3.285  0.08
H: -2.562 -0.490 3.319  0.17
H: -1.997 0.410 4.746  0.57
H: -1.614 2.429 3.252  0.25
H: -3.314 1.919 3.384  0.63
H: -1.397 3.681 1.461  0.30
H: -3.082 3.828 0.913  0.61
H: -1.703 4.487 -0.968  0.59
H: -2.352 2.881 -1.329  0.25
H: 0.433 4.746 0.247  0.38
H: 1.746 4.374 -0.885  0.52
H: 2.183 3.969 1.717  0.54
H: 2.679 2.695 0.571  0.30
H: 0.683 2.994 3.964  0.50
H: 2.285 2.333 3.565  0.45
H: 0.372 1.037 5.205  0.48
H: 1.736 0.245 4.418  0.44
O: 0.523 -1.168 -2.116  0.22
C: 1.263 -2.213 -2.360  -0.09
C: 0.925 -3.154 -3.355  -0.57
C: 1.762 -4.200 -3.663  -0.67
C: 2.991 -4.341 -3.025  -0.86
C: 3.359 -3.439 -2.054  -1.06
C: 2.504 -2.396 -1.689  0.90
C: 2.848 -1.519 -0.594  0.29
N: 2.016 -0.980 0.304  0.16
C: 2.822 -0.342 1.214  -0.56
C: 4.125 -0.448 0.847  -0.98
N: 4.126 -1.190 -0.298  -0.04
H: -0.036 -3.048 -3.837  0.48
H: 1.463 -4.918 -4.412  0.45
H: 3.638 -5.168 -3.271  0.41
H: 4.292 -3.580 -1.527  0.45
H: 2.414 0.104 2.097  0.65
H: 5.019 -0.063 1.290  0.45
H: 4.926 -1.467 -0.840  0.23
I: -7.885 -4.961 0.729  0.10
C: -5.911 -4.211 0.698  -0.18
C: -4.864 -5.030 0.311  -0.53
C: -3.581 -4.515 0.250  -0.48
C: -3.346 -3.189 0.595  0.35
C: -4.408 -2.381 0.993  -0.16
C: -5.690 -2.890 1.051  -0.71
C: -1.999 -2.548 0.521  0.59
O: -1.174 -2.866 -0.363  -0.57
O: -1.744 -1.622 1.345  -0.41
H: -5.046 -6.063 0.058  0.42
H: -2.759 -5.144 -0.058  0.54
H: -4.203 -1.345 1.222  0.36
H: -6.507 -2.266 1.374  0.44
C: -4.895 -0.385 -2.585  -0.83
N: -3.621 0.172 -2.977  0.21
C: -3.369 0.682 -4.199  -0.08
C: -2.118 1.069 -4.557  -1.29
C: -1.077 0.887 -3.600  0.73
N: -1.377 0.521 -2.355  0.52
C: -2.607 0.100 -2.036  -0.32
O: -2.840 -0.350 -0.910  -0.28
N: 0.212 1.055 -3.879  -0.22
H: -5.614 -0.280 -3.393  0.37
H: -5.249 0.128 -1.689  0.24
H: -4.762 -1.439 -2.333  0.28
H: -4.202 0.728 -4.884  0.43
H: -1.910 1.468 -5.533  0.45
H: 0.516 1.231 -4.822  0.25
H: 0.848 0.624 -3.214  0.09



# 3
The following is a quantum chemistry calculation of a molecular structure, C29H35AsCl5N3O4Ru, from the OMol25 dataset.

For the highest occupied orbital energy (alpha / beta), the calculation gives -0.374 / -0.377 Eh. The net charge is +1. Its LUMO energy (alpha / beta) is -1.9 / -4.3 eV. The expectation value of S² is 8.800. The calculation puts the HOMO-LUMO gap (alpha / beta) at 8.24 / 5.95 eV. For the energy, the calculation gives -6222.6364 Ha. As for the spin multiplicity: 6.

Each line ends with the Mulliken charge.
Positions of all 78 atoms, in Å:
Ru: 0.018 0.557 0.085  1.80
C: -4.147 2.330 -3.372  -0.92
N: -3.658 1.822 -2.091  0.15
C: -4.515 2.092 -0.937  -0.98
C: -2.407 1.391 -1.891  0.74
O: -1.979 1.211 -0.742  -0.41
C: -1.535 1.148 -3.121  -1.57
O: -0.411 0.360 -2.833  -0.27
C: -0.449 -0.985 -3.226  -1.03
C: -0.735 -1.875 -2.026  0.63
O: -1.086 -1.370 -0.952  -0.76
N: -0.586 -3.191 -2.190  0.23
C: -0.759 -4.100 -1.056  -1.08
C: -0.169 -3.777 -3.464  -1.03
H: -5.222 2.172 -3.420  0.30
H: -3.695 1.819 -4.214  0.36
H: -3.953 3.400 -3.468  0.32
H: -5.528 1.774 -1.174  0.43
H: -4.523 3.159 -0.702  0.34
H: -4.152 1.543 -0.077  0.18
H: -1.174 2.117 -3.474  0.44
H: -2.122 0.695 -3.918  0.48
H: 0.525 -1.234 -3.650  0.40
H: -1.204 -1.165 -3.997  0.49
H: -1.099 -3.535 -0.196  0.21
H: 0.192 -4.580 -0.820  0.39
H: -1.496 -4.863 -1.305  0.47
H: 0.868 -3.536 -3.702  0.33
H: -0.807 -3.451 -4.285  0.35
H: -0.255 -4.856 -3.385  0.39
Cl: 6.012 3.861 -2.921  -0.18
C: 4.860 2.946 -2.028  0.41
C: 3.506 3.233 -2.123  -0.21
Cl: 2.941 4.507 -3.136  -0.20
C: 2.599 2.487 -1.384  1.09
Cl: 0.901 2.832 -1.400  -0.23
C: 2.965 1.437 -0.544  -1.71
O: 2.099 0.724 0.145  0.11
C: 4.337 1.172 -0.461  0.39
Cl: 4.831 -0.094 0.605  -0.15
C: 5.268 1.910 -1.184  0.08
Cl: 6.942 1.548 -1.035  -0.18
C: -1.667 -2.235 4.837  -0.57
C: -1.518 -0.905 4.453  -0.85
C: -0.791 -0.588 3.322  0.22
C: -0.165 -1.591 2.570  -0.43
C: -0.339 -2.933 2.956  0.12
C: -1.088 -3.244 4.075  -0.89
N: 0.580 -1.231 1.452  0.97
C: 1.686 -2.008 1.129  0.06
C: 2.462 -2.642 2.116  -0.14
C: 3.534 -3.442 1.761  -0.75
C: 3.850 -3.640 0.423  -0.77
C: 3.113 -2.988 -0.564  -0.89
C: 2.065 -2.165 -0.215  0.14
H: -2.236 -2.483 5.723  0.41
H: -1.964 -0.116 5.045  0.43
H: -0.645 0.439 3.026  0.04
H: 0.088 -3.719 2.349  0.52
H: -1.228 -4.280 4.354  0.41
H: 2.241 -2.460 3.159  0.58
H: 4.133 -3.909 2.533  0.44
H: 4.688 -4.267 0.149  0.43
H: 3.383 -3.108 -1.606  0.47
H: 1.508 -1.642 -0.977  0.13
C: -1.178 4.967 2.386  -1.18
As: -0.963 3.236 1.526  0.46
C: -2.408 2.311 2.483  -1.12
C: 0.611 2.725 2.602  -1.05
H: -1.152 4.839 3.468  0.37
H: -2.124 5.416 2.090  0.39
H: -0.365 5.623 2.077  0.37
H: -2.261 2.326 3.564  0.39
H: -2.507 1.285 2.137  0.23
H: -3.339 2.830 2.250  0.49
H: 0.369 2.734 3.667  0.45
H: 1.384 3.470 2.407  0.45
H: 1.041 1.758 2.346  0.07